1.
Here is a structure of composition C44H56BrN4O4PSc from the Open Molecules 2025 dataset. Energies are from ωB97M-V/def2-TZVPD.

```
111
Properties=species:S:1:pos:R:3:forces:R:3
Sc 0.66399 0.84576 -0.04569 0.380 0.021 -0.478
C 2.86419 -0.62283 -2.13924 0.027 -0.050 -0.018
N 2.79841 0.74760 -1.65284 -0.168 0.021 0.217
C 3.94302 1.07503 -0.81845 0.071 -0.008 -0.015
C 3.86548 0.35707 0.49659 0.010 0.002 0.011
C 5.01562 -0.00949 1.17782 -0.023 0.006 0.006
C 4.90535 -0.59231 2.42813 -0.021 0.009 -0.017
C 3.64180 -0.78202 2.96446 -0.001 -0.009 -0.012
C 2.54717 -0.39169 2.22074 -0.006 -0.056 0.025
N 2.64037 0.14560 0.99788 0.114 0.020 0.067
C 2.68181 1.66948 -2.79987 -0.017 -0.005 -0.111
C 2.46912 3.10549 -2.43590 0.048 0.032 0.061
C 3.33113 4.09268 -2.73399 -0.019 -0.042 0.006
C 3.00377 5.45606 -2.34471 -0.004 0.042 0.005
C 1.87287 5.73782 -1.70063 0.005 -0.013 -0.013
C 0.87370 4.68511 -1.31825 -0.088 -0.302 -0.020
N 1.23127 3.38141 -1.89372 0.036 0.018 0.041
C 1.53209 -1.04072 -2.69416 0.037 -0.068 -0.022
C 1.44728 -1.71636 -3.90190 0.004 -0.012 0.037
C 0.20968 -2.11558 -4.37518 0.004 -0.011 0.024
C -0.90907 -1.82828 -3.61270 -0.002 0.009 0.020
C -0.73655 -1.14338 -2.42445 -0.052 -0.011 -0.037
N 0.45123 -0.73910 -1.95944 -0.070 0.012 0.087
H 3.64055 -0.74610 -2.90661 0.013 0.001 0.014
H 3.12155 -1.28545 -1.30731 -0.006 0.010 0.003
H 4.89938 0.85145 -1.31191 -0.022 0.005 -0.023
H 3.92615 2.15268 -0.63143 0.009 -0.016 0.000
H 5.98237 0.17178 0.72858 0.004 0.002 -0.006
H 5.79039 -0.88483 2.97686 0.004 -0.002 0.005
H 3.49984 -1.21780 3.94313 -0.008 0.001 0.005
H 1.54671 -0.48628 2.61175 -0.003 -0.023 0.000
H 3.58010 1.59491 -3.42611 0.000 0.017 0.006
H 1.82543 1.34000 -3.39399 0.028 -0.012 -0.003
H 4.24149 3.87435 -3.27283 0.008 -0.023 -0.005
H 3.70800 6.24563 -2.56962 0.008 0.010 0.001
H 1.66090 6.74335 -1.36102 -0.020 0.015 -0.009
H 0.81827 4.57137 -0.22467 0.038 0.033 -0.046
H 2.34986 -1.91937 -4.46187 0.007 0.003 0.000
H 0.12206 -2.63798 -5.31822 -0.005 -0.001 -0.003
H -1.90184 -2.11549 -3.92782 -0.005 -0.001 0.000
H -1.59975 -0.90832 -1.81687 0.015 -0.011 0.004
Br 0.24034 2.11067 2.09978 -0.123 0.001 0.029
C -0.48244 -2.77598 5.78471 0.011 0.000 0.011
C 0.77342 -2.99374 4.94964 -0.008 -0.007 0.007
C 0.43014 -2.97944 3.45157 0.053 -0.001 0.074
C -0.70745 -1.98074 3.14248 -0.073 0.052 -0.045
C -0.65513 -0.82851 4.15732 -0.019 -0.033 -0.005
C -1.03118 -1.35874 5.54799 -0.003 -0.006 0.001
P -0.83342 -1.45709 1.35388 -0.154 -0.188 0.152
C -0.56960 -3.04297 0.41385 0.020 0.058 0.004
C -1.31448 -4.32457 0.85058 -0.006 -0.101 -0.024
C -0.57549 -5.59038 0.39339 -0.002 0.005 0.007
C 0.03628 -5.37731 -0.98551 -0.008 -0.013 -0.006
C 1.15365 -4.32270 -0.91402 0.009 0.013 -0.004
C 0.92802 -3.34372 0.24568 0.005 -0.040 -0.067
C -2.66198 -1.13598 1.14195 0.085 0.034 -0.045
C -3.63937 -2.25469 1.59775 0.010 -0.044 0.103
C -4.54607 -1.80211 2.73940 -0.018 0.008 -0.033
C -5.41360 -0.61344 2.31837 -0.006 -0.012 0.015
C -4.61036 0.39653 1.47576 0.001 0.017 0.007
C -3.11371 0.22175 1.70914 0.047 0.016 -0.110
H -0.27908 -2.93350 6.84400 -0.003 -0.003 -0.001
H -1.22741 -3.52529 5.50070 -0.009 -0.005 0.005
H 1.25908 -3.93763 5.20161 0.003 0.005 0.005
H 1.49289 -2.20236 5.18327 0.011 -0.007 -0.007
H 0.12391 -3.98367 3.14934 0.044 0.046 0.019
H 1.33074 -2.75516 2.87797 -0.002 0.083 0.047
H -1.65317 -2.50594 3.31698 -0.023 0.004 0.009
H -1.30261 -0.00220 3.88439 -0.060 0.061 -0.054
H 0.34710 -0.39649 4.18423 0.021 -0.017 -0.002
H -2.11833 -1.35920 5.65892 0.000 0.004 -0.003
H -0.64268 -0.67398 6.30398 -0.002 0.002 0.007
H -0.94424 -2.78561 -0.58270 0.020 0.004 -0.014
H -2.31163 -4.31953 0.40614 0.053 -0.043 -0.008
H -1.45869 -4.36230 1.93245 0.010 -0.002 -0.070
H -1.26698 -6.43368 0.39012 -0.002 0.001 0.004
H 0.21685 -5.84392 1.10377 0.004 -0.016 0.009
H -0.74987 -5.04541 -1.67165 -0.008 -0.005 0.001
H 0.42201 -6.31291 -1.39119 0.004 0.009 -0.006
H 1.20145 -3.77684 -1.85923 0.009 0.043 -0.047
H 2.12241 -4.81172 -0.78608 -0.005 0.007 0.000
H 1.49563 -2.42197 0.08582 0.024 0.023 -0.027
H 1.31344 -3.78104 1.16660 -0.001 0.007 -0.083
H -2.74397 -1.05323 0.04833 -0.031 0.014 0.017
H -3.11010 -3.15752 1.89473 -0.093 0.139 0.025
H -4.26720 -2.54154 0.74922 0.000 -0.015 -0.016
H -3.93209 -1.53301 3.60398 -0.004 -0.006 0.015
H -5.17459 -2.63481 3.05974 0.004 0.004 0.005
H -5.81825 -0.12602 3.20680 0.002 0.004 -0.002
H -6.27075 -0.97418 1.74616 -0.006 0.002 0.006
H -4.90840 1.41759 1.71476 -0.006 0.000 -0.010
H -4.81960 0.25643 0.41016 -0.003 -0.007 -0.006
H -2.91554 0.28697 2.77611 0.032 -0.030 0.105
H -2.54741 1.04037 1.26911 0.033 0.014 0.005
O -2.55564 1.81495 -1.58209 -0.185 0.072 -0.045
C -1.74256 1.35884 -0.96377 0.250 0.029 0.115
O -2.69082 6.77557 -2.19146 0.039 -0.047 0.032
C -1.92776 6.44312 -3.25817 0.013 -0.028 -0.011
C -2.17734 6.98563 -4.51581 0.018 0.011 -0.012
C -1.37479 6.65848 -5.59269 0.006 -0.004 0.026
C -0.30173 5.79291 -5.42805 0.023 -0.003 -0.030
C -0.04285 5.26610 -4.17642 0.014 -0.028 -0.036
C -0.84926 5.56316 -3.07682 -0.119 -0.054 -0.006
C -0.58881 4.95464 -1.74136 0.074 0.443 0.211
O -1.46816 4.69065 -0.95752 -0.016 -0.155 -0.074
O 0.70663 2.35967 -1.15008 -0.234 0.020 0.040
H -3.34152 7.43221 -2.45762 -0.040 0.048 -0.025
H -3.00885 7.67028 -4.64083 -0.002 0.000 -0.002
H -1.58547 7.08676 -6.56367 -0.007 0.002 -0.006
H 0.32985 5.53685 -6.26728 0.003 0.001 -0.004
H 0.79338 4.59136 -4.05311 -0.002 0.003 0.019
```
Positions in Å, forces in eV/Å.

Summary:
Total charge ... +1
Gap between HOMO and LUMO ... 6.80 eV
Relative energy (zero: lowest compared OMol25 entry of this formula, charge and spin) ... 395.5 kJ/mol



2.
Here is a structure of composition C44H57AsCsF6N2O7P2Si from the Open Molecules 2025 dataset. Energies are from ωB97M-V/def2-TZVPD.

```
121
Properties=species:S:1:pos:R:3:forces:R:3
Cs -1.13803 4.00728 -0.40877 -1.058 0.472 0.951
C -2.31552 0.78433 3.96588 0.006 0.099 0.135
Si -1.81478 -0.02715 2.35452 0.070 -0.037 -0.081
C -0.75245 -1.53402 2.83745 -0.032 0.011 -0.064
C -1.41962 -2.71975 3.15226 0.002 -0.073 -0.021
C -0.74125 -3.84866 3.59368 0.016 0.034 -0.018
C 0.63696 -3.80432 3.71361 -0.014 0.031 -0.021
C 1.31727 -2.63182 3.40897 0.064 -0.098 -0.185
C 0.64965 -1.49003 2.96602 0.080 0.025 0.316
P 1.42916 0.17294 2.77939 -0.242 -0.108 -0.273
C 1.78527 0.31419 0.95487 0.188 0.140 0.022
C 3.01012 -0.44159 0.42258 -0.112 -0.066 -0.123
C 3.30188 0.00838 -1.00840 0.046 -0.011 0.079
C 3.84788 1.44498 -0.98883 -0.027 0.015 0.031
C 3.29157 2.24433 0.20275 -0.041 -0.015 -0.078
C 1.86150 1.81232 0.52585 0.154 -0.125 0.102
C 3.10210 0.17166 3.61011 -0.074 0.082 0.122
C 2.94708 0.60589 5.07800 0.067 0.082 -0.036
C 4.27735 1.11537 5.63614 0.006 -0.100 0.008
C 5.38833 0.07686 5.48509 -0.003 0.064 -0.060
C 5.50114 -0.39998 4.03697 -0.054 -0.030 0.055
C 4.15364 -0.94865 3.55880 0.087 0.063 0.012
C -3.38055 -0.79486 1.60121 -0.032 -0.017 0.104
C -4.56726 -0.90248 2.33494 -0.033 0.035 -0.049
C -5.62573 -1.67199 1.87344 0.022 0.011 0.000
C -5.51175 -2.35536 0.66783 0.010 0.038 -0.001
C -4.36326 -2.21249 -0.09510 0.029 -0.056 0.021
C -3.30871 -1.41566 0.34751 -0.035 -0.036 -0.098
P -1.77404 -1.05902 -0.59336 -0.143 -0.090 0.043
C -2.22954 0.14631 -1.93243 0.365 0.196 0.041
C -2.95906 1.39326 -1.40296 -0.140 -0.147 0.143
C -4.48365 1.30079 -1.43166 0.069 -0.137 0.014
C -4.97966 0.91156 -2.82161 -0.008 -0.067 0.013
C -4.36406 -0.41822 -3.25693 0.022 0.036 0.058
C -2.83870 -0.33376 -3.25327 -0.045 0.027 -0.015
C -1.44868 -2.63904 -1.49327 0.128 0.065 0.046
C -1.34682 -3.81725 -0.49599 0.089 0.047 0.064
C -0.22381 -4.79822 -0.85895 -0.075 0.006 -0.036
C -0.16866 -5.01137 -2.36860 0.012 0.059 0.028
C 0.21542 -3.70473 -3.08948 0.006 -0.028 0.067
C -0.13056 -2.46339 -2.25996 -0.160 0.027 -0.094
H -2.67951 0.01759 4.65957 0.002 0.013 0.005
H -3.09319 1.53062 3.81972 -0.068 0.112 -0.017
H -1.46631 1.29012 4.42578 0.032 -0.020 -0.020
H -2.50027 -2.76495 3.06749 0.003 0.010 -0.052
H -1.28951 -4.75063 3.83911 0.004 -0.006 0.002
H 1.18982 -4.67581 4.04462 0.000 -0.003 0.002
H 2.39087 -2.62764 3.49997 -0.010 0.004 -0.019
H 0.89750 -0.13069 0.49334 -0.067 0.048 0.014
H 2.83740 -1.52108 0.47487 -0.004 -0.012 0.046
H 3.89070 -0.22049 1.03118 -0.004 -0.029 -0.004
H 2.38669 -0.02441 -1.60172 -0.023 -0.043 -0.006
H 4.01991 -0.66260 -1.48632 0.001 -0.011 -0.017
H 3.57847 1.94599 -1.92046 -0.010 0.023 -0.009
H 4.94121 1.42775 -0.93194 0.006 0.026 -0.031
H 3.29597 3.31009 -0.03226 0.039 0.015 0.026
H 3.93222 2.10883 1.08151 0.001 0.021 0.009
H 1.28280 1.97096 -0.38491 -0.160 -0.102 -0.066
H 1.44611 2.45633 1.30620 -0.078 -0.017 -0.011
H 3.53729 1.03613 3.08567 0.036 0.003 -0.034
H 2.60103 -0.24996 5.67001 -0.035 0.002 -0.004
H 2.18504 1.38258 5.16147 -0.007 -0.007 0.000
H 4.16560 1.39940 6.68610 -0.002 0.015 -0.003
H 4.55980 2.02045 5.08736 -0.012 0.019 0.022
H 5.15869 -0.78569 6.12161 0.024 -0.007 0.010
H 6.34156 0.48643 5.83108 0.001 -0.009 0.011
H 6.27640 -1.16636 3.95031 0.005 -0.002 -0.008
H 5.80081 0.43761 3.39739 0.023 -0.018 -0.016
H 3.87864 -1.74723 4.25249 -0.061 0.003 0.008
H 4.24271 -1.39444 2.57050 -0.006 -0.009 0.013
H -4.65994 -0.38792 3.28420 0.010 -0.033 0.032
H -6.53132 -1.75709 2.46259 -0.008 0.008 0.000
H -6.32318 -2.98238 0.31726 -0.007 0.008 -0.008
H -4.28670 -2.72860 -1.04598 0.000 0.019 0.011
H -1.21439 0.49015 -2.17585 -0.060 -0.002 -0.085
H -2.63288 2.22811 -2.02467 -0.214 -0.158 -0.069
H -2.62205 1.62344 -0.38539 -0.087 -0.224 0.053
H -4.90891 2.26138 -1.12892 -0.007 0.001 0.001
H -4.83525 0.55498 -0.71180 -0.025 0.010 0.039
H -4.69529 1.68720 -3.54118 0.000 0.015 0.004
H -6.07183 0.84560 -2.82591 -0.010 0.006 -0.031
H -4.70417 -0.68373 -4.26231 -0.033 -0.018 0.001
H -4.70966 -1.20899 -2.58187 0.024 0.040 -0.030
H -2.54249 0.40355 -4.00864 0.009 0.007 -0.008
H -2.39641 -1.28050 -3.57027 -0.005 0.018 -0.011
H -2.25667 -2.82436 -2.21066 0.035 -0.080 -0.001
H -2.29894 -4.35356 -0.46640 -0.028 0.003 0.006
H -1.17615 -3.44088 0.51820 -0.014 -0.012 -0.018
H -0.38773 -5.74403 -0.33615 0.023 -0.015 0.019
H 0.73712 -4.41007 -0.50903 0.005 0.003 -0.008
H -1.15460 -5.35152 -2.70408 -0.014 -0.011 0.000
H 0.53915 -5.80400 -2.62322 -0.022 -0.030 -0.010
H -0.29300 -3.65176 -4.05562 0.028 0.014 -0.015
H 1.28614 -3.69201 -3.30316 -0.042 0.026 -0.039
H -0.15971 -1.58524 -2.90836 0.070 -0.026 0.099
H 0.66083 -2.26183 -1.53139 0.035 0.021 -0.002
O 0.59738 4.13317 -2.11709 1.330 0.078 -1.765
C -0.11913 3.55613 -2.97805 0.489 -0.204 -0.514
O -1.36573 3.42827 -2.92595 0.108 0.096 -1.325
C 0.60210 2.92390 -4.14977 0.126 0.114 -0.018
C 0.85673 3.63221 -5.27657 0.009 0.017 -0.036
C 1.60089 3.05213 -6.33367 0.002 -0.032 0.035
C 2.04844 1.75271 -6.23761 -0.024 -0.022 -0.101
C 1.75147 1.00312 -5.11571 -0.006 -0.018 0.050
C 1.04541 1.54764 -3.96711 -0.120 -0.099 -0.076
O 0.82390 0.94347 -2.90570 -0.018 -0.050 0.067
N 2.19401 -0.37547 -5.13191 0.095 0.138 0.050
O 3.13596 -0.67873 -5.86367 -0.046 -0.005 0.000
O 1.61543 -1.18832 -4.43217 0.033 -0.023 -0.072
N 1.89218 3.80920 -7.51314 -0.023 -0.044 0.050
O 1.46800 4.95815 -7.58995 -0.013 0.031 -0.007
O 2.55583 3.29099 -8.40783 0.010 -0.007 -0.033
H 0.50160 4.64864 -5.38344 0.043 -0.002 0.026
H 2.60176 1.30585 -7.04896 0.018 0.005 0.016
F -1.60121 4.01675 1.96606 -0.470 0.006 2.467
As -2.11580 5.31377 3.04079 -0.173 0.104 0.203
F -1.16198 6.43466 2.11595 0.124 -0.053 -0.113
F -3.44927 5.61659 1.96862 -0.065 -0.002 -0.096
F -2.62451 6.59373 4.08864 -0.003 0.093 0.036
F -3.09667 4.19633 3.92700 0.001 -0.152 0.049
F -0.75740 4.97366 4.05180 0.070 0.003 0.108
```
Positions in Å, forces in eV/Å.

Summary:
Total charge ... -2
Expectation value of S² ... 0.75
Spin multiplicity ... 2
Gap between HOMO and LUMO (alpha / beta) ... 6.28 / 6.61 eV
Relative energy (zero: lowest compared OMol25 entry of this formula, charge and spin) ... 22.3 kJ/mol